{
  "formula": "C37H103N11O10",
  "method": "wB97M-V/def2-TZVPD",
  "species": ["O", "O", "O", "O", "O", "O", "O", "O", "O", "O", "N", "N", "N", "N", "N", "N", "N", "N", "N", "N", "N", "C", "C", "C", "C", "C", "C", "C", "C", "C", "C", "C", "C", "C", "C", "C", "C", "C", "C", "C", "C", "C", "C", "C", "C", "C", "C", "C", "C", "C", "C", "C", "C", "C", "C", "C", "C", "C", "H", "H", "H", "H", "H", "H", "H", "H", "H", "H", "H", "H", "H", "H", "H", "H", "H", "H", "H", "H", "H", "H", "H", "H", "H", "H", "H", "H", "H", "H", "H", "H", "H", "H", "H", "H", "H", "H", "H", "H", "H", "H", "H", "H", "H", "H", "H", "H", "H", "H", "H", "H", "H", "H", "H", "H", "H", "H", "H", "H", "H", "H", "H", "H", "H", "H", "H", "H", "H", "H", "H", "H", "H", "H", "H", "H", "H", "H", "H", "H", "H", "H", "H", "H", "H", "H", "H", "H", "H", "H", "H", "H", "H", "H", "H", "H", "H", "H", "H", "H", "H", "H", "H"],
  "positions_angstrom": [[15.86908, 9.64936, 18.94406], [12.48614, 16.46644, 12.38152], [22.13520, 9.20134, 18.08752], [11.72029, 11.49309, 15.21361], [17.46124, 11.25051, 9.32748], [17.64617, 13.95759, 12.63565], [10.42386, 17.65970, 17.70832], [17.47891, 13.14588, 19.78778], [13.59290, 12.02176, 7.75330], [15.48742, 13.15667, 15.52076], [17.01694, 10.98160, 16.45780], [13.20405, 10.85458, 18.25122], [12.77226, 9.63618, 10.45225], [16.22209, 14.46315, 21.88389], [11.81909, 10.71781, 13.05020], [11.66595, 13.58003, 12.73203], [11.66280, 9.20822, 14.93219], [16.91656, 8.18583, 8.17006], [19.83497, 9.42884, 15.11956], [12.12636, 19.14729, 14.68930], [20.58675, 14.41944, 12.41834], [13.62223, 17.29124, 12.37948], [17.86631, 7.59051, 10.30417], [10.85478, 18.65397, 16.80804], [18.66377, 12.43031, 19.48651], [15.33164, 11.88823, 14.94826], [20.56372, 12.92953, 10.42232], [17.29251, 11.54238, 7.94243], [10.09414, 15.11716, 11.55058], [16.54182, 11.01553, 15.09567], [13.37659, 10.79979, 8.42103], [21.03444, 9.11529, 17.29459], [16.30678, 8.41593, 19.45859], [16.46284, 15.10166, 20.56218], [15.03000, 10.41348, 19.77536], [16.93507, 14.90659, 11.91619], [13.56322, 12.32622, 20.18093], [17.33298, 8.75400, 9.48611], [21.11576, 9.54970, 15.84573], [11.44031, 14.42307, 11.55036], [18.49296, 13.12591, 11.82936], [9.13047, 17.10701, 17.41358], [19.76649, 13.90820, 11.35195], [16.20560, 9.59293, 14.55068], [11.56503, 18.12724, 15.56442], [14.19174, 11.67088, 10.60717], [16.71252, 16.62431, 20.80358], [14.26276, 11.50176, 19.02594], [11.72248, 10.53486, 14.44864], [17.69016, 14.55030, 20.00004], [12.55297, 15.43305, 11.46040], [14.36260, 13.96064, 15.60779], [12.68773, 17.08169, 16.06602], [12.54097, 12.61616, 7.02293], [18.17964, 10.00248, 9.59671], [21.67111, 10.98456, 15.91409], [13.00441, 10.94926, 9.87603], [23.17300, 8.42341, 17.67312], [20.32121, 9.72981, 17.82212], [20.05923, 12.79696, 9.50060], [10.77279, 13.42619, 13.21551], [17.00703, 12.57653, 7.92462], [16.35509, 9.10675, 9.93965], [11.63472, 12.62848, 7.65943], [12.82775, 19.64205, 15.22424], [16.21713, 13.42221, 21.91089], [12.50832, 15.91642, 10.42923], [14.58192, 12.26829, 9.73280], [18.15166, 7.73797, 11.38669], [12.04727, 11.67264, 12.78892], [12.73605, 12.94910, 19.77727], [9.95033, 15.73762, 12.42505], [19.65279, 8.47525, 14.84147], [15.85990, 9.60636, 13.49317], [18.56223, 10.03952, 10.62785], [15.43036, 9.12871, 15.24896], [8.41497, 17.96169, 17.55394], [13.49447, 10.01745, 17.64083], [13.53762, 14.91732, 11.51996], [14.06508, 14.16091, 14.59168], [12.03658, 11.54371, 9.94184], [18.85837, 12.39594, 18.41605], [17.57190, 15.78224, 11.58115], [18.73469, 7.24090, 9.78928], [21.78231, 11.39637, 14.93932], [16.93956, 7.87694, 18.78860], [16.82203, 11.85376, 16.73382], [15.52050, 7.66674, 19.60575], [14.24753, 9.79871, 20.31918], [17.98424, 15.04835, 19.04362], [20.10364, 14.42232, 13.32743], [18.20823, 11.52366, 7.35182], [16.82967, 8.54874, 20.43884], [17.78040, 16.75102, 21.16245], [12.62361, 11.55700, 17.72569], [17.57608, 7.42441, 7.90710], [16.30478, 15.34185, 12.68758], [8.99591, 16.84604, 16.33487], [16.41226, 14.37646, 11.08626], [13.19040, 17.34745, 17.07306], [15.12702, 11.88827, 13.84923], [15.26296, 14.72971, 22.14643], [12.37404, 12.04192, 6.11846], [12.85268, 13.61961, 6.70573], [23.84466, 8.38302, 18.45202], [15.63502, 14.97108, 19.85442], [18.98988, 9.79999, 15.47925], [23.61127, 8.75532, 16.76308], [13.92883, 12.24509, 11.47474], [12.45502, 10.05895, 12.52647], [11.95571, 9.18960, 10.04633], [11.55214, 13.86327, 10.58786], [12.30134, 16.08663, 16.26586], [22.85658, 7.40241, 17.50506], [16.38956, 10.35205, 16.97266], [11.64019, 19.22158, 17.35138], [19.41444, 14.71700, 10.77014], [21.82994, 8.92511, 15.31334], [18.52362, 14.72832, 20.68445], [16.49145, 10.91056, 7.47915], [9.90945, 15.59440, 10.61555], [13.96258, 17.54627, 11.34555], [14.21013, 12.87564, 20.90007], [13.49169, 17.00597, 15.31918], [10.83041, 17.56757, 15.01566], [11.34042, 19.85674, 14.74127], [14.96782, 12.11824, 18.42815], [22.58121, 10.98956, 16.51766], [14.48476, 16.78176, 12.83557], [14.58708, 14.92730, 16.13665], [14.91857, 10.98391, 10.95045], [16.04186, 16.92718, 21.61868], [17.14684, 6.73936, 10.25356], [15.60342, 10.98810, 20.46323], [12.62358, 10.11910, 7.93612], [18.68392, 12.30409, 12.53192], [11.53869, 9.24298, 15.91834], [14.56915, 11.36542, 15.49503], [12.98390, 11.55297, 20.74498], [17.36320, 11.33685, 14.42813], [12.27864, 14.01644, 13.36458], [9.37747, 14.28710, 11.54142], [9.98469, 19.21582, 16.50972], [16.86743, 8.81974, 7.39305], [13.54651, 13.37535, 16.18390], [18.46924, 11.39312, 19.72152], [21.00844, 11.62462, 16.52455], [21.50587, 13.39999, 10.26152], [19.61016, 12.77616, 19.97361], [9.08064, 16.26202, 18.10313], [17.90375, 12.82869, 10.91288], [17.05087, 8.90939, 14.61658], [14.33590, 10.30975, 8.47474], [20.66548, 8.07390, 17.42397], [21.44136, 13.87042, 12.49247], [16.58489, 17.15512, 19.85908], [13.54574, 9.04016, 10.39417], [20.58727, 11.90355, 10.96638], [19.15486, 9.90536, 8.97752], [13.31929, 18.14840, 12.91075], [12.19649, 8.48376, 14.55933]],
  "forces_ev_per_a": [[-0.104, -0.501, -0.754], [-0.539, -0.178, 0.703], [0.847, 1.451, 1.061], [-0.757, -0.516, -0.013], [1.186, -1.635, -0.291], [0.900, -0.652, 0.163], [0.015, -0.578, -0.399], [0.826, 0.541, 0.303], [0.702, 0.300, -0.142], [2.006, -0.050, 0.338], [0.439, -4.419, -1.296], [-0.551, -0.267, -1.475], [-1.743, 0.795, 0.444], [-1.094, -0.175, 0.038], [1.086, -1.891, 0.903], [-1.756, -0.560, -1.187], [-1.207, 2.690, -0.087], [1.327, -0.963, 0.462], [1.481, -0.603, -0.809], [-2.022, 1.465, 0.886], [0.416, -0.109, 0.862], [0.707, -0.927, -1.165], [-0.498, -0.729, 0.823], [1.064, -0.167, 0.441], [0.351, -0.232, -0.369], [-0.277, -0.117, -1.050], [-1.079, -0.594, 2.698], [-0.586, -0.351, 0.277], [-0.336, -1.828, 0.162], [1.110, -1.124, -1.602], [-0.796, -0.259, -0.415], [-2.318, -1.452, 0.425], [-0.253, -0.121, 1.598], [-0.421, 0.890, 1.224], [-1.189, -0.064, 0.046], [0.373, 0.800, 0.044], [-0.918, -0.944, -0.403], [-2.577, 0.387, 0.457], [-0.308, 0.874, 0.290], [0.796, 0.605, -0.062], [-0.448, 1.255, -0.284], [0.529, 1.609, -0.561], [-0.651, -2.741, 0.089], [-1.011, -0.014, 1.097], [1.501, -2.555, 1.501], [-1.315, 0.576, -2.456], [0.721, -1.138, 0.507], [-0.323, -0.277, 0.607], [1.322, 0.104, -1.291], [1.203, -1.136, -1.545], [1.088, 0.493, -2.110], [-1.239, -0.617, 1.272], [0.293, 1.215, 0.590], [-0.205, -0.470, 0.608], [1.618, 0.527, -0.998], [-0.754, -0.343, 0.952], [-0.500, 0.879, 1.122], [-0.571, -1.120, -0.850], [-0.688, 0.381, -0.187], [-0.515, -0.147, -0.963], [0.638, -0.081, -0.078], [-0.608, 0.483, -0.113], [0.819, -0.413, -0.164], [0.143, 0.308, -0.547], [0.588, 0.011, 0.125], [0.259, 1.136, -0.670], [0.124, -0.640, 0.761], [0.215, -0.008, 1.602], [-0.490, 0.333, -1.228], [-0.201, 0.288, 0.299], [0.834, 0.075, 0.109], [-0.035, 0.270, -0.022], [0.148, -0.051, 0.053], [0.027, 0.053, 0.764], [-0.470, 0.373, -0.142], [0.555, 0.512, -1.080], [0.014, -1.086, 0.423], [-0.341, 2.236, 1.164], [-0.302, 0.091, 0.028], [-0.758, 0.427, -0.421], [1.112, -0.567, 0.208], [0.005, 0.405, -0.348], [-0.490, -1.015, -0.196], [0.962, -0.385, -0.222], [0.314, 0.472, -0.701], [0.868, 0.405, -0.801], [-0.499, 4.157, 2.162], [-0.590, 0.451, 0.276], [0.960, 0.341, -0.561], [-0.352, -0.268, 0.385], [0.283, -0.041, -0.675], [0.295, -0.565, 0.119], [-0.251, -0.085, -0.657], [-1.232, -0.003, -0.325], [0.944, -1.363, 0.323], [-0.665, 0.858, 0.142], [-0.741, 0.022, -0.400], [0.383, -0.363, 0.772], [-0.037, 0.852, 0.296], [-0.872, 0.148, -1.534], [-0.422, 0.502, 0.582], [0.611, -0.136, 0.177], [-0.376, -0.207, -0.262], [-0.114, -0.219, 0.428], [1.891, 0.095, 1.547], [-0.043, -0.082, 0.080], [-0.471, 0.796, 1.107], [0.699, 0.500, -0.850], [-0.443, 0.615, 0.162], [-1.397, 0.594, 0.608], [0.190, -0.065, 0.102], [-0.209, -0.086, 0.769], [-0.331, -0.036, -0.278], [-0.335, -0.657, -0.170], [0.426, 0.347, 0.194], [-0.799, 0.233, -0.118], [-0.432, 1.008, -0.827], [0.036, -0.083, -0.172], [0.048, -0.261, 0.233], [0.634, 0.562, 0.239], [0.034, 0.903, -0.548], [-0.463, -0.026, 0.452], [-0.271, -0.282, -0.873], [-0.328, -0.002, 0.113], [-0.200, -0.397, -0.652], [1.127, -0.564, -0.874], [-0.308, -0.176, 0.306], [0.261, -0.063, -0.509], [-0.158, 0.104, 0.189], [0.028, -1.098, -0.480], [0.927, -1.008, -0.021], [0.139, 0.405, -0.505], [0.364, 0.692, 0.131], [0.929, 0.043, 1.087], [0.626, 0.670, -0.008], [0.469, -0.161, -0.637], [0.174, -0.338, 0.661], [-1.089, -0.289, 0.096], [0.542, 0.529, -0.129], [-0.234, 0.446, 0.305], [0.764, 0.701, 1.001], [-0.330, 0.234, 0.378], [-0.280, 0.941, -0.066], [0.096, 0.441, -0.002], [0.814, 1.113, -0.951], [0.047, -0.284, 0.438], [-0.143, -0.222, -0.500], [1.048, -0.201, -0.210], [-0.955, -0.026, 0.051], [-0.727, 0.183, -0.325], [0.655, -0.161, 0.901], [0.254, 0.210, -0.056], [0.484, -0.478, -0.531], [-0.180, 0.123, -0.628], [-0.287, 0.158, 0.250], [-0.164, 0.272, 0.288], [1.386, -0.950, -0.350], [0.506, 1.651, -0.971], [-1.494, 0.386, 0.455], [0.073, 1.111, 0.637], [0.781, -1.053, -0.820]],
  "lowdin_charge": [-0.209, -0.184, -0.165, -0.010, -0.233, -0.221, -0.211, -0.199, -0.212, -0.185, 0.100, 0.021, 0.031, 0.032, 0.127, 0.067, 0.150, 0.037, 0.066, 0.037, 0.042, -0.107, -0.078, -0.241, -0.108, -0.215, -0.044, -0.103, -0.053, -0.439, -0.229, -0.268, -0.110, -0.457, -0.229, -0.128, -0.054, -0.451, -0.408, -0.422, -0.173, -0.082, -0.435, -0.045, -0.423, -0.024, -0.055, -0.430, -0.611, -0.243, -0.255, -0.107, -0.039, -0.091, -0.185, -0.042, -0.416, -0.128, 0.121, 0.046, 0.097, 0.080, 0.130, 0.091, 0.073, 0.073, 0.145, 0.091, 0.095, 0.017, 0.077, 0.079, 0.060, 0.076, 0.113, 0.092, 0.094, 0.100, 0.122, 0.064, 0.147, 0.067, 0.104, 0.061, 0.058, 0.071, 0.005, 0.084, 0.147, 0.146, 0.082, 0.085, 0.103, 0.093, 0.071, 0.079, 0.068, 0.089, 0.097, 0.102, 0.135, 0.071, 0.079, 0.093, 0.072, 0.134, 0.013, 0.081, 0.039, 0.073, 0.090, 0.130, 0.057, 0.095, 0.066, 0.136, 0.100, 0.128, 0.123, 0.083, 0.071, 0.102, 0.055, 0.050, 0.114, 0.101, 0.127, 0.075, 0.074, 0.093, 0.046, 0.072, 0.090, 0.100, 0.143, 0.121, 0.074, 0.103, 0.081, 0.126, 0.041, 0.083, 0.110, 0.039, 0.108, 0.075, 0.083, 0.059, 0.102, 0.093, 0.114, 0.049, 0.104, 0.132, 0.062, 0.072, 0.054, 0.110, 0.153, 0.040, 0.061],
  "smiles": "COC[C@H](C)N.COC[C@H](C)N.COC[C@H](C)N.COC[C@H](C)N.COC[C@H](C)N.COC[C@H](C)N.COC[C@H](C)N.COC[C@H](C)N.COC[C@H](C)N.NC(N)=O",
  "de_lowest_kj_mol": 378.07,
  "gap_ev": 9.17,
  "homo_ev": -8.611,
  "lumo_energy_ev": 0.56,
  "mol_weight_g_mol": 862.3
}